DFT (ωB97M-V with the def2-TZVPD basis set) results for a molecular structure, C15H25NO at a distorted geometry.

Properties
HOMO level	-0.30103	Eh
total energy	-19481.8727	eV
energy above the lowest of the compared OMol25 structures with the same formula, charge and spin	1557.7	kJ/mol

XYZ file:
```
42
Properties=species:S:1:pos:R:3:forces:R:3
C 4.7615 0.3889 1.5005 2.76 -0.12 1.30
C 3.9867 -0.3029 0.6682 14.55 -3.28 1.08
C 4.6153 -1.4937 -0.1149 7.64 0.10 16.35
H 4.4925 -2.3821 0.5198 -0.72 -0.16 -1.21
H 4.4463 -1.3927 -0.9616 -3.01 0.28 -14.10
H 5.9195 -1.4168 0.0582 -3.77 0.08 -0.88
C 2.7539 -0.2056 0.5611 -8.13 -0.57 -10.45
C 2.4873 0.5041 -1.1401 -0.74 -7.31 1.70
C 1.4680 -0.3478 -1.9039 -2.50 -1.34 -0.76
C 0.1645 -0.6002 -0.9385 3.57 2.06 -8.49
C 0.4407 -1.2152 0.0712 1.87 -1.31 10.71
C 1.9260 -1.3176 0.5353 -4.72 -4.48 4.90
H 1.8984 -1.4048 1.8498 -0.30 -1.16 -3.44
H 2.1876 -2.2628 0.0500 1.11 0.26 0.53
H -0.3686 -1.1682 0.8902 1.16 -1.16 -1.19
C -1.1082 -0.4411 -1.4596 -3.30 7.77 0.69
N -2.1492 0.0051 -0.3282 1.03 -6.15 -6.16
C -1.8435 1.2231 0.1713 -1.28 4.97 -3.22
C -2.8697 1.5144 1.1939 7.11 -1.11 4.91
H -2.5571 2.3295 1.7682 0.16 2.14 0.68
C -4.1779 1.4541 0.8774 -4.51 -7.25 -0.32
C -4.3722 -0.1647 0.1949 -5.30 6.68 -2.18
C -3.5155 -0.2118 -1.0388 1.51 1.45 1.28
H -3.6117 -1.2778 -1.3983 0.73 1.42 -0.51
H -3.7135 0.8064 -1.9749 0.37 -3.30 2.88
H -5.5717 -0.0301 -0.1437 3.04 -0.97 1.15
H -4.2498 -0.6887 1.0974 0.50 -1.58 0.38
O -5.1542 1.5248 1.8574 1.17 -3.26 5.86
H -4.8513 0.7679 2.7369 -1.37 3.52 -4.05
H -4.5300 2.1547 0.2976 -1.35 3.61 -4.15
H -2.5534 0.7105 1.9291 -1.10 0.25 -0.09
H -0.7735 1.4387 0.3470 -0.68 -0.63 0.68
H -2.1028 2.0600 -0.6656 0.76 -1.08 0.82
H -1.0443 0.5630 -2.1712 -0.48 -2.27 1.15
H -1.4821 -1.1945 -2.0234 -1.18 -2.40 -1.50
H 1.7665 -1.4939 -2.2646 -0.19 3.21 0.89
H 1.1443 0.2557 -2.8443 0.44 -1.23 1.40
H 3.3572 0.1490 -1.5188 3.11 0.91 -1.49
H 2.1277 1.4094 -1.0651 -0.81 5.01 0.33
H 2.4135 0.5248 0.9863 -4.30 7.61 5.47
H 4.2755 1.1934 2.1106 0.89 -0.74 -0.34
H 5.9672 0.0356 1.6830 -3.76 1.53 -0.60
```
Positions in Å, forces in eV/Å.